Computed, not measured: C38H59BrN5O2SiW as an isolated structure, with ωB97M-V/def2-TZVPD.

Structure (XYZ):
```
107
Properties=species:S:1:pos:R:3:forces:R:3
W -0.35092 -1.24043 -0.25760 -1.2214 -0.9001 0.1917
C -1.34873 1.13313 -1.63546 -0.0475 -0.6051 1.2684
C -0.45672 0.54085 -2.76784 -0.2369 -0.0996 0.9340
N 0.21491 -0.75468 -2.29855 0.6690 0.0656 -1.4236
C 1.75166 -0.73585 -2.34192 -1.3651 0.9535 -0.2573
C 2.11583 0.00441 -1.10406 -0.0483 -0.0312 0.8825
C 3.33646 0.57456 -0.94733 1.1346 -0.0337 1.6048
C 3.76924 1.00403 0.33206 -1.1572 -0.1727 0.1123
C 2.84078 0.97619 1.40319 -0.1145 0.2555 -1.0410
C 1.59377 0.43287 1.21709 -0.0179 -1.0789 -0.2125
C 0.76696 -0.10214 2.38483 -0.5770 -0.9814 -0.9048
N -0.60676 -0.49134 1.93103 -0.0943 1.0697 -2.1661
C -1.62361 0.62416 1.77874 -0.6638 -0.9770 0.8431
C -2.60560 0.47037 0.59681 -0.8502 0.9927 -0.4213
N -2.04462 0.03018 -0.75979 0.3095 0.8996 0.5584
N 1.21616 -0.10689 -0.01499 1.6100 0.7161 -0.3076
H -2.07367 1.83610 -2.05499 -0.0231 -0.1438 0.1087
H -0.70917 1.66732 -0.89361 -0.4595 -0.2467 -0.6235
H 0.28438 1.32483 -3.00698 -0.1693 -0.5369 0.0084
H -1.06251 0.34957 -3.66346 0.2603 -0.0988 0.2549
H -0.06795 -1.45716 -2.96543 -0.1364 -0.2656 -0.1368
H 2.13704 -0.23500 -3.24078 -0.1829 0.1221 0.1902
H 2.14643 -1.75390 -2.41045 -0.4085 -0.0734 0.4463
H 4.08666 0.50727 -1.71449 -0.0464 0.1294 -0.4441
H 4.80639 1.22434 0.50760 0.1046 0.4184 -0.0178
H 3.01936 1.39400 2.37333 0.6067 -0.0683 0.3764
H 0.69770 0.58927 3.19531 0.2535 0.4878 0.6918
H 1.20957 -1.07912 2.72161 -0.1330 0.9938 -0.1599
H -1.01458 -1.18109 2.52065 -0.0338 -0.5446 0.6678
H -1.18505 1.61332 1.71941 0.6059 -0.0607 0.1968
H -2.24939 0.55598 2.71283 0.4219 0.6308 -0.9192
H -3.11901 1.45711 0.47719 0.3943 -0.5249 0.0904
H -3.43857 -0.20873 0.86201 0.7000 -0.0606 -0.3190
H -2.87314 -0.38475 -1.22244 0.9778 0.1963 -0.1339
C -3.84449 7.91634 -0.69987 -1.1290 -0.5366 -0.4728
C -2.54971 8.17845 -0.00152 1.3741 0.3352 -2.4702
C -2.59987 8.54193 1.30756 0.8158 1.5332 1.3526
C -1.50416 9.15662 1.98285 -0.0660 0.8016 0.1468
C -0.31370 9.31622 1.32529 -0.0108 -0.2717 1.6841
C -0.21241 8.86180 0.00809 2.3691 -0.3883 -2.1244
N 0.96996 9.12566 -0.67722 -0.7638 -1.2820 2.9872
C 2.22204 9.28003 -0.05344 -0.9000 1.4110 -1.0117
C 3.00118 10.34769 -0.58563 -0.2551 -0.1419 -0.5403
C 4.29396 10.49551 -0.19581 0.8142 -0.9767 -0.6337
C 4.87622 9.51651 0.69994 0.5074 1.5421 -0.2162
C 4.07210 8.61000 1.32807 0.4978 -0.2234 -0.4761
C 2.72284 8.45508 0.97373 -0.2070 -0.8581 1.3219
C 1.94863 7.40001 1.78383 -0.6979 0.3136 1.2904
O 2.20419 7.55462 3.01750 -0.4083 -0.3942 -2.2763
O 1.10902 6.64331 1.23825 0.6988 0.7327 0.1677
C -1.29029 8.23936 -0.70380 -1.3712 -1.4011 1.2137
C -1.01472 7.32014 -1.88136 0.5408 0.1779 -0.1878
H -4.69181 8.25798 -0.05340 0.7217 -0.3017 -0.5471
H -4.02490 6.83383 -0.89742 0.1466 0.7000 -0.0503
H -3.93125 8.48923 -1.65751 0.2044 -0.6031 0.7419
H -3.55263 8.48702 1.80783 -0.1135 -0.0871 0.2337
H -1.67871 9.71051 2.92627 0.2399 -0.9989 -0.3995
H 0.60393 9.64865 1.83345 -0.7465 0.5275 -0.3037
H 1.02955 8.89565 -1.64622 -0.2865 0.4541 -0.9546
H 2.52304 11.02635 -1.31251 0.4082 -0.4077 0.4333
H 4.92595 11.19389 -0.75550 -0.2144 0.0244 0.7225
H 5.96608 9.60181 0.92904 -1.1220 -0.2218 -0.1730
H 4.50791 7.94294 2.05247 -0.1961 -0.0916 0.2010
H -1.78057 6.52850 -1.89733 0.2913 0.4057 -0.1154
H -0.01017 6.82300 -1.76241 -1.0107 0.4936 0.0296
H -1.01130 7.82344 -2.86814 -0.1491 -0.1191 0.3983
C -1.62078 -8.63767 -1.78825 -1.6976 -0.1051 -0.9448
C -2.18500 -7.33761 -1.13397 2.4772 0.6242 1.4698
C -3.42419 -7.55729 -0.21854 0.4444 -0.1414 -1.0777
C -2.43806 -6.14556 -2.10148 -1.1945 -0.4470 0.9631
Si -0.51145 -6.84851 -0.05482 -0.6350 -0.4034 -0.5400
Br -1.00795 -3.63939 -0.19678 -0.1519 -0.4416 -0.0963
C 1.35671 -6.78237 -0.82836 -1.6196 0.8715 1.0728
C 1.36167 -6.64475 -2.33294 -0.2911 -1.0825 -1.3849
C 1.96504 -5.54076 -0.12420 1.1409 0.6514 0.4158
C 2.07554 -8.00933 -0.33117 1.0615 -1.6750 -0.1465
C -0.78083 -6.94309 1.83892 0.5559 1.2190 -0.2221
C -1.35399 -8.31576 2.19170 -0.2249 -0.5322 0.3763
C 0.48948 -6.66657 2.67011 -0.0504 1.7701 0.6540
C -1.81664 -5.83549 2.26535 0.8882 0.0954 -0.1037
H -2.51750 -9.02739 -2.35817 0.7615 -0.2609 0.7962
H -1.24315 -9.44859 -1.06510 -0.3618 1.2661 -1.2771
H -0.98697 -8.35367 -2.65671 0.2621 -0.5277 1.0297
H -4.23674 -7.90370 -0.88791 0.1796 0.2633 0.4207
H -3.68186 -6.60711 0.24288 -0.3963 -0.1237 -0.1488
H -3.29996 -8.29922 0.57136 0.0967 0.0333 -0.2736
H -3.21690 -6.44428 -2.82464 0.3774 0.1533 0.0240
H -1.57716 -5.70211 -2.60111 0.0614 -0.3320 -0.0377
H -2.89086 -5.37196 -1.44241 0.2373 -0.2283 -0.7472
H 0.99907 -5.70103 -2.72831 -0.2162 0.3214 0.3168
H 0.72536 -7.43554 -2.81224 0.7197 0.6476 0.3793
H 2.37142 -6.76288 -2.78092 -0.3317 -0.0486 0.5750
H 1.23019 -4.77578 0.17830 0.3748 -0.4270 -0.1044
H 2.65080 -5.00164 -0.82607 -0.3505 -0.5494 0.4649
H 2.56509 -5.81160 0.79862 -0.7071 0.2267 -1.1435
H 1.69089 -9.01303 -0.67917 0.2251 1.1416 0.1179
H 2.09974 -8.03979 0.76160 -0.0585 -0.0454 -0.1248
H 3.15853 -7.95955 -0.64506 -0.9814 -0.0209 0.1603
H -1.37491 -9.09846 1.40019 -0.1240 0.5522 0.4639
H -2.35995 -8.13529 2.61956 0.4622 -0.6696 -0.3454
H -0.69186 -8.68016 2.98298 -0.3826 -0.3717 -0.0429
H 1.27746 -7.41514 2.61965 -0.0395 -0.0051 -0.2546
H 0.24257 -6.55386 3.77782 0.0441 -0.2393 -1.3381
H 0.87245 -5.65204 2.34119 -0.0344 -1.1892 0.5717
H -2.69377 -5.84494 1.58974 0.2711 0.0671 1.0167
H -1.35567 -4.82580 2.22417 -0.2881 -0.6639 -0.0610
H -1.99508 -6.03208 3.34561 -0.5471 0.0517 -0.7842
```
Forces are in eV/Å.

* HOMO level (spin up / spin down): -12.67 / -12.99 eV
* charge: +3
* electronic energy: -4837.12200 Eh
* <S²>: 2.11
* energy relative to the best compared isomer or geometry (same formula, charge and spin): 170.96 kcal/mol
* 2S+1: 3
* E_LUMO (spin up / spin down): -10.5 / -10.5 eV

Here are the Löwdin charges for atoms 1 to 5, given in e: number 1, W, carries 0.97; number 2, C, carries -0.14; number 3, C, carries -0.13; number 4, N, carries -0.20; number 5, C, carries -0.11